No. 1
101
Properties=species:S:1:pos:R:3:mulliken_spin:R:1 method="wB97M-V/def2-TZVPD" e_above_lowest_ev=1.231 energy_ha=-3228.43360 max_force_ev_per_a=2.749 multiplicity=6 orbital_gap_ev="5.98 / 4.01" total_charge=+3
Ru 1.828 0.544 0.066 3.067
S -1.549 4.335 -0.017 -0.001
O -0.751 5.422 -0.513 0.000
O -1.590 0.035 1.100 0.066
O -2.649 -11.400 -1.124 0.166
O -1.118 2.998 -0.381 0.005
O 0.359 1.112 1.339 0.312
N 4.290 4.480 0.926 0.004
N 5.617 4.500 1.289 0.000
N 1.737 2.358 -0.849 -0.011
N 0.190 -5.863 -0.142 0.118
N -1.593 4.369 1.621 0.001
N 3.134 2.615 2.001 -0.011
N 2.836 1.307 2.115 0.183
N 2.152 -1.449 0.533 0.008
N -1.551 -5.040 -1.277 0.018
N 2.486 3.404 -0.414 0.029
N 3.922 0.903 -0.346 -0.021
N 4.522 2.077 -0.013 0.033
N 0.129 -0.436 -0.909 0.107
C 5.871 5.722 1.688 0.000
C -5.402 3.696 -0.819 0.000
C 1.346 -3.693 0.288 -0.020
C -1.973 -1.963 -1.877 0.030
C -2.660 -7.810 -1.547 -0.016
C 4.710 6.534 1.610 0.001
C -1.990 -0.599 -1.988 -0.011
C 3.176 -1.900 1.258 0.018
C -4.992 6.046 -1.120 0.000
C -1.094 -9.848 -0.424 0.083
C 3.346 -3.252 1.531 0.001
C -0.932 0.140 -1.460 0.002
C -0.668 -8.565 -0.332 -0.049
C 2.699 2.246 4.138 0.026
C 1.237 -2.324 0.035 0.057
C 2.426 -4.156 1.048 0.020
C -0.767 -3.984 -0.954 0.107
C 3.062 3.201 3.216 0.010
C -5.881 4.976 -1.135 0.000
C -3.654 5.862 -0.795 0.000
C 2.393 4.390 -1.320 0.065
C -0.901 -2.584 -1.212 -0.027
C 4.819 0.164 -1.004 0.031
C 2.561 1.073 3.390 -0.003
C -0.945 -6.176 -0.773 0.039
C 1.179 2.708 -2.014 -0.002
C 5.784 2.063 -0.468 0.037
C -3.214 4.589 -0.482 0.000
C -3.872 -11.848 -1.754 0.004
C -3.103 -9.093 -1.647 0.135
C 3.731 5.673 1.132 0.001
C -2.323 -10.144 -1.084 0.164
C -1.438 -7.504 -0.893 0.158
C -0.921 3.382 2.463 -0.011
C 1.557 3.994 -2.349 0.013
C 0.308 -4.532 -0.244 0.034
C -1.502 1.964 2.519 0.019
C -0.939 0.956 1.557 -0.038
C -4.081 3.494 -0.490 0.000
C 0.133 -1.773 -0.734 0.015
C 6.018 0.856 -1.104 0.010
C -7.328 5.183 -1.464 0.000
B 3.599 3.141 0.637 0.020
H 0.260 -8.322 0.165 -0.005
H 0.549 2.028 -2.558 -0.004
H 6.440 2.899 -0.297 0.000
H -0.532 -10.673 -0.010 -0.003
H -1.275 1.565 3.515 0.002
H -2.818 -0.081 -2.448 0.002
H 3.862 -1.150 1.629 0.001
H 2.682 5.871 0.962 -0.001
H 2.252 0.092 3.715 0.004
H -4.728 -11.391 -1.261 0.001
H 2.932 5.314 -1.215 -0.002
H -3.267 -7.025 -1.978 -0.007
H -2.351 4.899 2.021 0.000
H 2.521 -5.215 1.248 0.001
H -7.702 4.389 -2.110 0.000
H -2.956 6.687 -0.802 0.000
H -7.929 5.173 -0.553 0.000
H 3.294 4.241 3.368 0.000
H -5.346 7.036 -1.372 0.000
H 6.858 6.004 2.017 0.000
H 4.591 7.574 1.860 0.000
H -6.084 2.856 -0.835 0.000
H 2.571 2.376 5.197 0.000
H 1.253 4.571 -3.203 0.000
H 0.124 3.327 2.153 0.001
H 4.561 -0.816 -1.373 0.002
H -0.963 1.222 -1.452 0.012
H -0.929 3.814 3.462 0.002
H 4.190 -3.571 2.124 0.001
H -2.588 1.952 2.420 -0.001
H -3.884 -12.921 -1.609 0.000
H -7.490 6.138 -1.960 0.000
H 6.930 0.532 -1.572 0.001
H -3.715 2.504 -0.240 0.000
H -3.847 -11.611 -2.816 0.001
H -4.034 -9.313 -2.147 0.000
H -2.794 -2.548 -2.272 0.002
H -2.410 -5.005 -1.802 -0.003



No. 2
102
Properties=species:S:1:pos:R:3:mulliken_spin:R:1 method="wB97M-V/def2-TZVPD" e_above_lowest_ev=0.000 energy_ha=-5715.39194 max_force_ev_per_a=4.076 multiplicity=8 orbital_gap_ev="5.06 / 4.71" total_charge=-2
Gd -0.524 -1.583 -0.439 6.502
Te -3.392 2.720 -2.009 0.000
Cl -3.644 -1.548 -0.628 0.001
S 3.668 -3.327 -2.543 0.022
S -1.558 -6.734 0.957 0.000
S 2.467 -1.668 -0.483 0.258
S 0.874 -3.777 -1.995 0.022
O -0.248 -3.175 1.036 0.082
O -1.447 -7.537 -0.235 0.000
O 1.179 -1.374 2.936 0.000
O -4.304 -0.784 -1.629 -0.001
O 0.087 0.319 0.520 0.089
O -2.724 -2.619 -1.182 0.010
O -4.623 -2.154 0.280 -0.001
O -2.631 -7.009 1.911 0.000
O -2.709 -0.520 0.064 0.004
N -0.552 -1.360 -5.041 0.000
N -1.522 -5.076 0.442 -0.001
N 0.694 -0.925 -4.867 0.000
N -0.257 -0.982 -2.904 0.023
N -1.125 -1.416 -3.899 0.000
N 0.231 2.263 -1.346 -0.001
C -5.163 3.745 2.473 0.000
C -0.014 -6.713 1.746 0.002
C 2.431 6.953 -1.299 0.000
C -0.568 -0.576 4.341 0.000
C 2.034 3.092 1.762 -0.003
C 1.419 4.337 -0.761 0.001
C -0.371 2.844 -2.545 0.000
C -0.762 -1.852 4.857 0.001
C -4.759 2.465 2.130 0.000
C 0.666 -7.829 2.151 0.000
C 2.098 4.633 -2.017 -0.001
C 0.401 -5.354 1.781 -0.001
C 1.685 6.703 -0.173 0.000
C 2.032 2.897 3.156 0.004
C 2.288 -6.217 2.966 -0.001
C 1.221 5.382 0.096 0.002
C 1.963 -7.527 2.637 0.000
C -4.229 2.181 0.883 0.001
C -4.184 4.530 0.393 0.000
C -4.798 4.751 1.599 0.000
C 1.232 1.854 3.582 -0.005
C 0.730 0.902 2.737 0.003
C 1.631 -3.369 -6.119 -0.002
C 0.946 2.934 -0.517 -0.003
C 1.617 -5.126 2.474 0.000
C 2.048 -2.014 -6.757 0.000
C 0.471 -0.446 3.266 0.004
C 3.576 -2.019 -6.918 0.001
C -1.316 0.470 4.947 0.000
C -0.520 -4.495 1.053 0.006
C 1.219 2.389 0.826 -0.005
C -1.573 3.746 -2.242 0.000
C 0.873 -0.675 -3.535 -0.005
C -1.700 -2.192 5.796 0.000
C 1.572 -0.706 -5.976 0.000
C 2.353 -2.985 -1.591 -0.014
C -3.859 3.212 0.006 0.000
C 2.637 5.899 -2.224 0.000
C -2.288 0.177 5.850 0.000
C 0.727 1.181 1.278 0.008
C -2.512 -1.148 6.280 0.000
C 2.927 3.696 4.119 -0.001
H -0.633 2.018 -3.185 0.000
H 2.777 -8.218 2.696 0.000
H -1.385 4.299 -1.314 0.000
H -5.034 5.772 1.917 0.000
H -0.069 -2.603 4.461 0.000
H 2.688 3.477 5.174 0.000
H -4.112 5.373 -0.312 0.000
H 2.103 -3.517 -5.113 0.002
H 2.740 7.979 -1.518 0.000
H 2.747 3.830 1.434 0.000
H 1.116 -0.062 -6.703 0.000
H 2.464 -0.100 -5.686 0.000
H 0.560 -3.473 -5.943 0.000
H 0.633 5.220 1.037 0.000
H 1.893 -4.106 2.715 -0.001
H 0.349 3.427 -3.167 0.000
H 2.830 4.804 3.934 0.000
H -2.889 0.978 6.281 0.000
H -4.911 1.649 2.792 0.000
H 0.241 -8.811 2.028 0.000
H -5.812 3.923 3.373 0.000
H 1.058 1.680 4.642 -0.001
H 3.119 -6.102 3.646 0.000
H 1.825 -0.393 -3.025 -0.001
H -4.017 1.194 0.549 -0.001
H -1.805 -3.189 6.220 0.000
H 3.991 3.476 3.988 0.000
H 3.847 -1.115 -7.557 0.000
H 1.461 7.520 0.518 0.000
H -1.257 1.554 4.679 0.000
H 3.807 -2.934 -7.429 0.000
H 1.831 -4.154 -6.821 0.000
H 4.037 -2.005 -5.953 0.000
H 2.138 3.861 -2.833 0.000
H 1.559 -1.967 -7.742 0.000
H -1.826 4.468 -3.024 0.000
H -3.238 -1.356 6.991 0.000
H 3.054 6.138 -3.204 0.000